The following is a DFT calculation (wB97M-V/def2-TZVPD) of a molecular structure, C28H22Cl2F8NO5SSiTi in a non-equilibrium geometry.

The multiplicity is 1. For the frontier orbital gap (spin up / spin down), the calculation gives 4.819 / 4.821 eV. The value obtained for the energy above the lowest of the compared OMol25 structures with the same formula, charge and spin is 0.0 kJ/mol. As for the charge: -1. The HOMO energy (spin up / spin down) is -2.5 / -2.5 eV.

Each line ends with the natural charge from an NBO analysis.
Atoms and positions in Å:
Ti 0.14 0.01 -0.02  1.2232
F 1.00 2.41 2.31  -0.3378
C -0.24 1.93 2.60  0.3412
C -0.80 0.96 1.79  -0.5612
C -2.06 0.55 2.20  0.3341
F -2.71 -0.40 1.47  -0.3346
C -2.72 1.04 3.31  0.2267
F -3.95 0.60 3.65  -0.3155
C -2.11 2.01 4.07  0.2449
F -2.73 2.51 5.16  -0.3111
C -0.86 2.46 3.72  0.2263
F -0.27 3.41 4.47  -0.3143
F 0.22 -3.85 -3.00  -0.3159
C -0.51 -3.35 -2.00  0.7074
F -1.34 -4.30 -1.58  -0.3133
F -1.23 -2.34 -2.48  -0.3098
S 0.59 -2.75 -0.65  2.3538
O 1.36 -1.69 -1.27  -0.9700
O 1.28 -3.91 -0.19  -0.9344
O -0.35 -2.13 0.30  -0.9764
O 1.31 1.47 -0.68  -1.2915
Si 2.49 1.70 -1.74  1.9432
C 2.10 0.98 -3.44  -0.4842
C 0.91 0.29 -3.68  -0.1957
C 0.61 -0.20 -4.94  -0.1589
C 1.48 -0.01 -6.00  -0.2366
C 2.66 0.70 -5.79  -0.2296
C 2.96 1.19 -4.52  -0.1994
C 2.75 3.55 -2.05  -0.3996
C 1.70 4.30 -2.58  -0.2248
C 1.83 5.66 -2.85  -0.2120
C 3.04 6.30 -2.59  -0.2223
C 4.10 5.57 -2.07  -0.2236
C 3.96 4.21 -1.81  -0.2096
C 4.13 1.01 -1.10  -0.5220
C 4.58 1.42 0.16  -0.1917
C 5.75 0.91 0.70  -0.2275
C 6.50 -0.02 -0.01  -0.2140
C 6.06 -0.45 -1.26  -0.2512
C 4.88 0.06 -1.79  -0.1365
H 0.22 0.12 -2.86  0.2201
H -0.32 -0.75 -5.09  0.1982
H 1.25 -0.39 -6.98  0.2016
H 3.35 0.86 -6.61  0.2024
H 3.88 1.75 -4.38  0.2074
H 0.76 3.81 -2.81  0.2049
H 1.00 6.22 -3.26  0.2008
H 3.15 7.36 -2.79  0.2031
H 5.05 6.06 -1.88  0.2042
H 4.80 3.66 -1.41  0.2145
H 3.99 2.12 0.73  0.2273
H 6.07 1.23 1.68  0.2138
H 7.41 -0.42 0.41  0.2094
H 6.63 -1.19 -1.81  0.2080
H 4.54 -0.30 -2.75  0.2109
Cl 4.72 -2.15 2.42  -0.0528
C 3.52 -1.69 1.20  -0.3887
Cl 2.29 -0.61 1.87  0.0523
H 3.03 -2.59 0.85  0.2418
H 4.03 -1.18 0.39  0.2320
C -3.43 1.75 -1.93  -0.6910
C -2.03 1.71 -1.41  0.6392
N -1.36 2.87 -1.23  -0.8016
O -1.49 0.64 -1.09  -0.6617
H -3.73 2.74 -2.26  0.2055
H -4.10 1.41 -1.14  0.2481
H -3.51 1.04 -2.76  0.2381
H -1.67 3.73 -1.64  0.3901
H -0.38 2.77 -0.95  0.4457


The following is a DFT calculation (wB97M-V/def2-TZVPD) of a molecular structure, C28H22Cl5IrPSe2 in a non-equilibrium geometry.

The multiplicity is 1. For the frontier orbital gap, the calculation gives 6.257 eV. The value obtained for the energy above the lowest of the compared OMol25 structures with the same formula, charge and spin is 0.0 kJ/mol. As for the charge: -1. The HOMO energy is -4.2 eV.

Each line ends with the natural charge from an NBO analysis.
Atoms and positions in Å:
Ir -0.18 -0.56 -1.32  0.4529
Cl 0.33 1.57 1.60  0.0151
C -0.16 -0.09 1.83  -0.0506
C -0.31 -0.96 0.75  -0.3024
C -0.67 -2.26 1.08  0.0115
Cl -0.78 -3.42 -0.22  0.0265
C -0.93 -2.69 2.37  -0.1127
Cl -1.38 -4.33 2.69  0.0279
C -0.82 -1.78 3.42  -0.0927
Cl -1.18 -2.28 5.04  0.0247
C -0.42 -0.48 3.15  -0.0886
Cl -0.28 0.65 4.45  0.0249
Se -0.76 -1.36 -3.40  -0.6811
P 2.10 -0.36 -1.33  0.9271
Se 3.09 -0.41 0.57  -0.6013
C 2.40 1.25 -2.19  -0.4047
C 1.75 1.57 -3.38  -0.2101
C 2.02 2.76 -4.04  -0.2128
C 2.93 3.67 -3.50  -0.2167
C 3.56 3.36 -2.30  -0.2422
C 3.30 2.16 -1.65  -0.1304
C 2.95 -1.59 -2.45  -0.2671
C 4.05 -2.28 -1.95  -0.2266
C 4.72 -3.21 -2.75  -0.2170
C 4.30 -3.45 -4.05  -0.2108
C 3.21 -2.76 -4.55  -0.2253
C 2.54 -1.84 -3.76  -0.2150
H 0.99 0.90 -3.79  0.2454
H 1.52 2.99 -4.97  0.2056
H 3.14 4.60 -4.00  0.2023
H 4.26 4.07 -1.86  0.2041
H 3.78 1.91 -0.71  0.2347
H 4.37 -2.08 -0.94  0.2483
H 5.57 -3.74 -2.34  0.2028
H 4.82 -4.19 -4.66  0.2013
H 2.86 -2.94 -5.56  0.2070
H 1.67 -1.33 -4.16  0.2402
C -2.93 1.40 -2.83  -0.6137
C -2.42 1.49 -1.40  -0.2145
C -2.51 2.97 -0.96  -0.5940
C -0.95 1.07 -1.26  -0.0532
C -3.22 0.60 -0.43  -0.0162
C -3.97 -0.48 -0.88  -0.1592
C -4.67 -1.28 0.01  -0.2255
C -4.62 -1.03 1.38  -0.2227
C -3.85 0.04 1.84  -0.2128
C -3.16 0.84 0.94  -0.2145
H -2.43 2.16 -3.45  0.2093
H -4.01 1.57 -2.85  0.2069
H -2.71 0.43 -3.28  0.2485
H -2.04 3.60 -1.71  0.2101
H -2.00 3.15 -0.01  0.2104
H -3.56 3.27 -0.85  0.2127
H -0.34 1.82 -0.76  0.1693
H -4.00 -0.72 -1.94  0.2177
H -5.24 -2.13 -0.36  0.2078
H -5.16 -1.65 2.07  0.2083
H -3.79 0.24 2.90  0.2128
H -2.55 1.64 1.33  0.2183


The following is a DFT calculation (wB97M-V/def2-TZVPD) of a molecular structure, C28H23AsBrCoNO4.

The multiplicity is 2. For the frontier orbital gap (spin up / spin down), the calculation gives 8.697 / 8.765 eV. As for the expectation value of S²: 0.76. As for the charge: 0. The HOMO energy (spin up / spin down) is -8.8 / -8.8 eV.

Each line ends with the natural charge from an NBO analysis.
Atoms and positions in Å:
Co 1.19 -0.09 0.83  1.1505
N 0.41 -1.87 1.24  -0.8308
C 0.35 -2.83 0.10  -0.2170
C 1.67 -2.86 -0.64  -0.5335
C 1.95 -1.60 -1.47  0.7855
O 2.20 -1.69 -2.65  -0.6231
O 1.91 -0.46 -0.82  -0.8153
H 0.95 -2.27 2.01  0.3927
H -0.52 -1.70 1.61  0.4071
H -0.45 -2.49 -0.56  0.2124
H 0.08 -3.82 0.47  0.1955
H 1.70 -3.71 -1.32  0.2419
H 2.49 -2.98 0.08  0.2160
Br 6.34 -3.20 3.00  0.0697
C 4.78 -2.14 3.18  -0.0765
C 4.46 -1.23 2.19  -0.2542
C 3.31 -0.46 2.33  -0.1652
C 2.48 -0.60 3.43  -0.1901
C 2.84 -1.51 4.43  -0.1607
C 3.98 -2.28 4.30  -0.2342
C 1.17 0.16 3.59  0.7589
O 0.69 0.30 4.69  -0.6199
O 0.64 0.57 2.48  -0.7989
H 5.11 -1.10 1.33  0.2396
H 3.13 0.31 1.58  0.1971
H 2.20 -1.60 5.30  0.2475
H 4.26 -2.99 5.07  0.2329
C -2.56 5.54 -0.25  -0.2024
C -1.18 5.43 -0.27  -0.2024
C -0.59 4.17 -0.29  -0.2398
C -1.39 3.03 -0.30  -0.2169
C -2.77 3.15 -0.27  -0.2454
C -3.36 4.41 -0.24  -0.1904
As -0.51 1.30 -0.41  0.9371
C -1.97 0.04 -0.31  -0.3136
C -2.65 -0.36 0.83  -0.2312
C -3.61 -1.35 0.73  -0.2203
C -3.88 -1.94 -0.51  -0.1978
C -3.19 -1.54 -1.65  -0.1933
C -2.23 -0.54 -1.56  -0.0778
C -1.39 -0.03 -2.67  0.0092
C -1.46 -0.45 -3.99  -0.2147
C -0.60 0.10 -4.93  -0.1877
C 0.32 1.07 -4.56  -0.1897
C 0.40 1.49 -3.24  -0.1790
C -0.46 0.95 -2.30  -0.3169
H -3.02 6.52 -0.23  0.2172
H -0.56 6.31 -0.27  0.2183
H 0.49 4.08 -0.29  0.2159
H -3.40 2.26 -0.27  0.2234
H -4.44 4.50 -0.22  0.2162
H -2.43 0.10 1.79  0.2371
H -4.16 -1.67 1.61  0.2213
H -4.63 -2.71 -0.58  0.2188
H -3.41 -2.00 -2.60  0.2168
H -2.16 -1.21 -4.29  0.2097
H -0.65 -0.23 -5.96  0.2162
H 0.99 1.49 -5.30  0.2176
H 1.14 2.23 -2.95  0.2169


The following is a DFT calculation (wB97M-V/def2-TZVPD) of 2 unconnected molecules or ions with the total composition C28H23F22N2O3 in a non-equilibrium geometry.

The multiplicity is 1. For the frontier orbital gap, the calculation gives 9.193 eV. The value obtained for the energy above the lowest of the compared OMol25 structures with the same formula, charge and spin is 293.4 kJ/mol. As for the charge: +1. The HOMO energy is -12.8 eV.

Each line ends with the Mulliken charge.
Atoms and positions in Å:
C -4.89 -3.43 -1.90  -1.0613
C -3.67 -2.67 -1.23  0.0085
O -2.54 -2.53 -2.14  -0.4913
C -1.44 -2.21 -1.31  0.0391
C -0.47 -1.28 -2.14  -0.9648
N 0.74 -0.86 -1.32  1.1231
C 0.26 -0.11 -0.08  0.6135
C -0.92 0.75 -0.11  -0.8541
C -1.31 1.43 1.11  -0.5593
N -0.68 1.38 2.30  -0.5636
C 0.41 0.58 2.31  -0.7965
C 0.94 -0.19 1.21  -0.1243
C 1.66 0.08 -2.04  1.3365
F 1.10 0.52 -3.22  -0.3319
F 1.81 1.25 -1.33  -0.2842
C 3.11 -0.39 -2.43  0.3117
F 3.53 0.57 -3.34  -0.3049
F 3.15 -1.54 -3.20  -0.3014
C 4.23 -0.42 -1.32  0.6485
F 3.82 -0.19 -0.04  -0.1983
F 5.16 0.55 -1.59  -0.2903
C 5.10 -1.77 -1.31  0.4525
F 5.86 -1.87 -2.42  -0.2392
F 4.36 -2.87 -1.06  -0.1071
F 5.98 -1.61 -0.28  -0.2572
C 1.32 -2.16 -0.86  -1.4721
C 0.27 -3.07 -0.09  -0.2610
C 0.97 -4.43 0.33  0.9658
F -0.01 -5.36 0.59  -0.3486
F 1.66 -4.94 -0.78  -0.3236
C 1.95 -4.24 1.50  0.1371
C 3.24 -4.93 1.40  -0.6640
C 4.22 -4.77 2.44  -0.6694
C 3.97 -3.93 3.59  -0.8000
C 2.67 -3.30 3.67  0.0593
C 2.35 -2.43 4.92  0.8827
F 1.08 -2.78 5.34  -0.2625
F 2.42 -1.10 4.68  -0.2174
F 3.19 -2.82 5.92  -0.2650
C 1.65 -3.43 2.66  -0.2532
O -0.81 -3.45 -0.96  -0.5018
H -4.55 -3.87 -2.86  0.3006
H -5.73 -2.70 -2.00  0.3014
H -5.23 -4.23 -1.19  0.3063
H -4.00 -1.65 -0.89  0.2426
H -3.39 -3.27 -0.32  0.2107
H -1.86 -1.72 -0.40  0.5562
H -1.09 -0.43 -2.50  0.3778
H -0.06 -1.86 -3.00  0.5901
H -1.52 0.91 -1.03  0.3681
H -2.23 2.06 1.05  0.4689
H 0.96 0.49 3.28  0.4109
H 1.82 -0.83 1.37  0.5809
H 2.22 -2.10 -0.20  0.3217
H 1.53 -2.76 -1.79  0.6131
H -0.09 -2.61 0.86  0.6545
H 3.49 -5.58 0.54  0.4561
H 5.21 -5.27 2.33  0.3888
H 4.74 -3.79 4.38  0.4652
H 0.66 -2.93 2.72  0.5974
C -3.13 7.89 -0.71  -0.7120
C -4.52 7.32 -0.38  0.8595
C -4.67 6.65 0.98  0.0957
F -3.86 5.57 1.11  -0.1880
F -5.94 6.20 1.14  -0.2736
F -4.91 6.49 -1.38  -0.2708
F -5.39 8.37 -0.41  -0.3221
O -2.28 7.08 -1.53  -0.4033
C -1.51 6.11 -0.90  0.7918
C -1.88 4.70 -1.35  0.2007
F -3.18 4.42 -1.09  -0.2357
F -1.14 3.77 -0.69  -0.2569
F -1.57 6.26 0.44  -0.2625
F -0.23 6.35 -1.25  -0.2964
H -3.31 8.78 -1.32  0.4087
H -2.61 8.26 0.17  0.3304
H -4.45 7.34 1.79  0.2742
H -1.72 4.58 -2.42  0.2394


The following is a DFT calculation (wB97M-V/def2-TZVPD) of 2 unconnected molecules or ions with the total composition C28H23F4N2O in a non-equilibrium geometry.

The multiplicity is 1. For the frontier orbital gap, the calculation gives 5.994 eV. The value obtained for the energy above the lowest of the compared OMol25 structures with the same formula, charge and spin is 0.0 kJ/mol. As for the charge: +1. The HOMO energy is -10.8 eV.

Each line ends with the natural charge from an NBO analysis.
Atoms and positions in Å:
F 6.41 -3.58 -2.81  -0.3228
C 6.38 -2.32 -2.26  0.4324
C 7.57 -1.71 -1.92  -0.3427
C 7.46 -0.49 -1.28  0.4194
F 8.62 0.09 -0.83  -0.3226
C 6.24 0.15 -1.05  -0.2803
C 5.01 -0.48 -1.44  -0.0419
C 3.69 0.15 -1.33  -0.2027
C 2.51 -0.33 -1.80  -0.1496
C 1.33 0.56 -2.15  -0.4760
C -0.06 -0.08 -2.44  0.0452
C -1.11 0.68 -3.01  -0.3034
C -2.32 0.06 -3.33  0.4213
F -3.33 0.78 -3.95  -0.3292
C -2.59 -1.29 -3.08  -0.3489
C -1.64 -1.92 -2.28  0.4234
F -1.87 -3.23 -1.94  -0.3229
C -0.43 -1.33 -1.91  -0.3175
C 5.13 -1.73 -2.07  -0.2862
H 8.53 -2.18 -2.16  0.2620
H 6.24 1.13 -0.57  0.2312
H 3.68 1.17 -0.94  0.1979
H 2.40 -1.39 -2.02  0.1996
H 1.63 1.33 -2.92  0.2483
H -1.01 1.74 -3.20  0.2349
H -3.54 -1.76 -3.34  0.2562
H 0.22 -1.85 -1.22  0.2244
H 4.23 -2.24 -2.43  0.2279
H 1.18 1.15 -1.25  0.2240
C 0.53 1.01 3.53  -0.0772
H 1.62 0.96 3.66  0.2561
C -0.07 2.27 3.34  -0.2364
C -1.46 2.37 3.13  0.1012
N -2.25 1.28 3.39  -0.2610
C -3.75 1.35 3.40  -0.2527
C -4.34 1.15 2.02  -0.0109
C -4.75 -0.13 1.62  -0.2197
C -5.32 -0.35 0.36  -0.1950
C -5.50 0.72 -0.52  -0.1817
C -5.10 2.01 -0.13  -0.1937
C -4.56 2.22 1.14  -0.2326
C -1.66 0.04 3.35  0.1366
C -0.28 -0.12 3.23  -0.1399
C 0.09 -1.43 2.62  0.6359
N 1.33 -1.61 2.06  -0.7979
O -0.75 -2.33 2.55  -0.5753
H 0.58 3.16 3.26  0.2673
H -2.00 3.30 2.81  0.2531
H -4.14 0.56 4.05  0.2463
H -4.06 2.31 3.82  0.2417
H -4.66 -0.96 2.33  0.2135
H -5.65 -1.36 0.07  0.2359
H -5.96 0.56 -1.50  0.2367
H -5.24 2.85 -0.81  0.2341
H -4.32 3.23 1.48  0.2095
H -2.33 -0.78 3.23  0.2705
H 2.01 -0.89 1.92  0.4042
H 1.43 -2.48 1.53  0.4301


The following is a DFT calculation (wB97M-V/def2-TZVPD) of a molecular structure, C28H24Br2N3OS2V in a non-equilibrium geometry.

The multiplicity is 3. For the frontier orbital gap (spin up / spin down), the calculation gives 5.983 / 6.036 eV. The value obtained for the energy above the lowest of the compared OMol25 structures with the same formula, charge and spin is 70.7 kJ/mol. As for the expectation value of S²: 2.02. As for the charge: +2. The HOMO energy (spin up / spin down) is -13.5 / -13.6 eV.

Each line ends with the natural charge from an NBO analysis.
Atoms and positions in Å:
V 1.35 -1.98 0.82  1.2921
C -0.67 -1.43 3.59  -0.6606
C 0.80 -1.55 3.85  0.3075
C 1.28 -1.44 5.16  -0.2590
C 2.62 -1.53 5.43  -0.0424
C 3.53 -1.75 4.38  -0.1319
C 4.95 -1.89 4.50  -0.0393
Br 5.76 -1.74 6.19  0.1542
C 5.71 -2.13 3.41  -0.2328
C 5.13 -2.27 2.12  -0.1025
Br 6.19 -2.63 0.63  0.1746
C 3.79 -2.13 1.98  0.2577
O 3.05 -2.31 0.84  -0.6551
C 2.99 -1.86 3.10  0.1415
N 1.64 -1.76 2.83  -0.5559
H -1.21 -1.24 4.51  0.2545
H -1.07 -2.34 3.15  0.2399
H -0.87 -0.60 2.90  0.2350
H 0.57 -1.29 5.96  0.2483
H 2.98 -1.44 6.45  0.2597
H 6.78 -2.24 3.51  0.2664
S -0.79 -1.97 0.06  -0.1032
C -0.99 -0.52 -0.82  0.1711
N -2.02 -0.32 -1.57  -0.2659
C -1.99 0.76 -2.57  -0.2439
C -1.36 1.99 -2.00  -0.2334
N -0.05 1.65 -1.40  -0.2844
C 0.94 2.77 -1.42  -0.2566
C 0.34 4.02 -0.82  -0.0053
C 0.09 4.08 0.55  -0.2440
C -0.44 5.23 1.10  -0.1883
C -0.73 6.32 0.29  -0.1805
C -0.48 6.26 -1.07  -0.1751
C 0.05 5.11 -1.63  -0.2371
C 0.11 0.54 -0.76  0.1365
S 1.47 0.24 0.22  -0.0119
C -3.17 -1.26 -1.65  -0.2341
C -3.06 -2.18 -2.85  -0.1187
C -3.53 -1.76 -4.09  -0.1527
C -3.43 -2.60 -5.19  -0.2089
C -2.86 -3.86 -5.05  -0.1714
C -2.41 -4.28 -3.81  -0.1921
C -2.51 -3.45 -2.71  -0.1929
H -3.01 0.98 -2.87  0.2555
H -1.44 0.40 -3.44  0.2455
H -1.98 2.45 -1.23  0.2444
H -1.20 2.73 -2.78  0.2599
H 1.21 2.92 -2.46  0.2405
H 1.83 2.45 -0.88  0.2498
H 0.33 3.23 1.18  0.2091
H -0.63 5.29 2.17  0.2321
H -1.13 7.23 0.72  0.2383
H -0.69 7.12 -1.70  0.2369
H 0.26 5.07 -2.70  0.2203
H -4.06 -0.63 -1.74  0.2384
H -3.23 -1.81 -0.72  0.2472
H -4.01 -0.80 -4.20  0.2002
H -3.80 -2.27 -6.15  0.2360
H -2.79 -4.52 -5.91  0.2382
H -1.99 -5.28 -3.69  0.2335
H -2.18 -3.79 -1.73  0.2150


- What is the formula in the sixth record?
  C28H24Br2N3OS2V